Record 1
A molecular structure, C7H14N2 at a distorted geometry, computed with ωB97M-V/def2-TZVPD.

Calculated values
Energy relative to the best compared isomer or geometry (same formula, charge and spin): 572.5 kJ/mol
Net charge: +2

Atoms and positions in Å:
C 0.37 2.42 0.00
C -0.89 2.03 -0.01
C 0.71 0.93 -0.09
C -2.22 -0.64 -1.28
C -2.07 -0.77 1.24
C 2.80 -0.96 0.00
C -1.29 -0.65 -0.08
N -0.51 0.53 -0.06
N 4.03 -0.22 -0.07
H 0.96 3.31 0.04
H -1.90 2.42 -0.02
H -1.67 -0.54 -2.21
H -2.77 -1.58 -1.31
H -2.95 0.17 -1.22
H -1.40 -0.80 2.10
H -2.63 -1.70 1.22
H -2.77 0.05 1.36
H 2.47 -1.45 -0.90
H 2.49 -1.32 0.96
H -0.58 -1.49 -0.16
H 4.13 0.44 0.72
H 4.12 0.30 -0.96
H 4.85 -0.86 -0.02

Mulliken atomic charge list, values in e, 8 entries: -0.4298 -0.4000 0.3401 -1.4051 -1.3972 -0.7512 0.4371 0.2774


Record 2
A single C8H8S2 molecule at a distorted geometry, computed with ωB97M-V/def2-TZVPD.

Calculated values
Net charge: 0
2S+1: 3
DFT total energy: -1105.71296 a.u.

Atoms and positions in Å:
C -0.62 1.77 0.34
C -0.69 -0.05 -1.34
C 0.71 1.71 0.39
C 0.64 -0.02 -1.37
C -0.68 -0.51 1.07
C 0.64 -0.57 1.06
C -1.26 0.39 -0.02
C 1.24 0.26 -0.01
S -3.04 0.10 -0.01
S 3.05 0.23 -0.04
H -1.15 2.65 0.65
H -1.26 -0.40 -2.17
H 1.32 2.50 0.81
H 1.34 -0.16 -2.10
H -1.35 -0.92 1.79
H 1.06 -1.32 1.70
H -3.21 1.30 -0.77
H 3.05 -1.15 0.29

Mulliken atomic charge list, values in e, 8 entries: -0.7302 -0.7049 -0.6913 -0.6335 -0.8135 -0.7466 1.0086 0.7456


Record 3
A single C4H8O2 molecule at a distorted geometry, computed with ωB97M-V/def2-TZVPD.

Calculated values
Energy relative to the best compared isomer or geometry (same formula, charge and spin): 428.0 kJ/mol
Net charge: 0

Atoms and positions in Å:
C 2.01 -0.02 -0.46
O 0.86 -0.80 -0.27
C -0.32 -0.03 -0.22
C -1.51 -0.98 -0.11
C -0.28 0.82 0.98
O -1.23 1.74 1.08
H 2.86 -0.70 -0.49
H 1.95 0.53 -1.42
H 2.15 0.71 0.35
H -0.42 0.61 -1.11
H -1.50 -1.65 -0.98
H -1.43 -1.59 0.80
H -2.44 -0.42 -0.09
H -0.72 1.85 1.93

Mulliken atomic charge list, values in e, 8 entries: -0.7260 -0.3376 0.8802 -1.3502 -0.9020 -0.2917 0.2530 0.2963


Record 4
A molecular structure, C17H16N4O3Ti at a distorted geometry, computed with ωB97M-V/def2-TZVPD.

Calculated values
Net charge: +2
2S+1: 3
DFT total energy: -1951.03204 a.u.

Atoms and positions in Å:
Ti -0.25 -0.53 -0.83
O -1.14 -1.02 -2.42
C -1.36 -2.07 -3.17
O 0.29 -2.43 -0.85
C 0.08 -3.35 -1.72
O 0.69 -4.50 -1.61
N -0.73 -3.27 -2.83
C 0.23 -5.36 -2.73
C -0.78 -4.58 -3.52
H -0.17 -6.26 -2.27
H 1.11 -5.58 -3.34
H -1.76 -5.06 -3.46
H -0.50 -4.53 -4.57
C -2.18 -2.18 -4.29
C -2.60 -1.15 -5.08
H -2.45 -3.22 -4.49
H -2.11 -0.19 -4.97
H -3.39 -1.33 -5.79
C -0.07 1.55 5.08
C -0.27 2.69 4.31
C -0.30 2.60 2.92
C -0.14 1.31 2.33
C 0.03 0.13 3.11
C 0.08 0.30 4.48
N -0.20 1.17 0.95
N -0.29 2.41 0.47
C 0.11 2.49 -0.82
C 0.11 3.71 -1.51
C 0.48 3.68 -2.84
C 0.80 2.43 -3.37
C 0.78 1.27 -2.67
N 0.37 1.29 -1.40
H -0.01 1.65 6.14
H -0.41 3.69 4.73
H -0.50 3.48 2.26
H 0.06 -0.83 2.55
H 0.23 -0.59 5.07
H -0.20 4.63 -1.01
H 0.51 4.57 -3.45
H 1.10 2.35 -4.40
H 1.06 0.27 -3.02

Mulliken atomic charge list, values in e, 8 entries: 1.1295 -0.4447 0.9418 -0.5094 0.4560 -0.2913 0.2046 -0.3965